No. 1
C3H13B3O7P2 | ωB97M-V/def2-TZVPD

```
! wB97M-V def2-TZVPD RIJCOSX def2/J DEFGRID3
* xyz 0 1
C 1.9847 -0.3133 1.9117
P 2.3286 0.8929 0.5459
C 2.2789 -0.1689 -0.9625
B 0.6433 1.8228 0.4795
O 0.4753 2.9715 1.2252
B -0.7621 3.0861 1.8489
O -0.9035 3.4201 3.1566
O -1.8665 2.8033 1.0545
B -1.7304 1.7194 0.2192
P -3.3147 0.6436 -0.2172
O -3.4490 0.0833 1.3557
O -2.5895 -0.6307 -0.9850
O -0.4715 1.3778 -0.2390
H 2.3051 0.1247 2.8570
H 2.6061 -1.1889 1.7190
H 0.9498 -0.6477 2.0056
H 2.9513 0.2691 -1.7005
H 1.2858 -0.2762 -1.3971
H 2.6515 -1.1638 -0.7127
H -0.5489 2.8126 3.8010
H -3.6225 -0.8642 1.3681
H -1.7231 -0.8597 -0.6137
C 0.3570 -2.7431 -3.0115
O -0.2494 -2.3528 -1.7858
H 1.4226 -2.8492 -2.8189
H -0.0292 -3.7010 -3.3675
H 0.2175 -1.9901 -3.7915
H -1.1970 -2.2777 -1.9450
*
```

lowest unoccupied orbital energy: 0.2 eV
HOMO energy: -8.5 eV
SMILES: CP(C)B1OB(O)OB(P(O)O)O1.CO
gap between HOMO and LUMO: 8.742 eV

---

No. 2
C4H8O2 | ωB97M-V/def2-TZVPD

```
! wB97M-V def2-TZVPD RIJCOSX def2/J DEFGRID3
* xyz 0 1
C -1.9975 -0.0551 -0.1849
O -0.9153 0.7740 -0.5246
C -0.3346 1.3746 0.6112
C 1.6672 -0.9153 -0.4793
C 2.9952 -1.1115 -0.6896
O 1.8185 -1.2653 0.7307
H -1.6787 -0.8641 0.4910
H -2.7964 0.5156 0.3118
H -2.3822 -0.4772 -1.1168
H 0.0445 0.6203 1.3188
H -1.0567 2.0157 1.1377
H 0.7688 -0.4890 -0.9368
H 0.4932 1.9837 0.2441
H 3.3740 -2.1065 -0.9132
*
```

ΔE to the lowest compared entry with this formula, charge and spin: 134.95 kcal/mol
lowest unoccupied orbital energy: 0.5 eV
HOMO energy: -9.1 eV
gap between HOMO and LUMO: 9.529 eV

---

No. 3
C29H29FeN3OP | ωB97M-V/def2-TZVPD

```
! wB97M-V def2-TZVPD RIJCOSX def2/J DEFGRID3
* xyz 1 5
Fe 0.4284 1.2341 -1.1707
C -2.4143 -0.9514 4.7303
C -1.5815 0.0887 4.4031
C -1.0894 0.2051 3.1080
C -1.3171 -0.7463 2.1754
C -2.1166 -1.8004 2.4900
C -2.6663 -1.9350 3.7961
P -0.5495 -0.5418 0.5303
C -1.9282 -0.9079 -0.5473
C -3.2117 -0.4315 -0.1739
C -4.3013 -0.5096 -1.0482
C -4.1162 -1.0867 -2.2758
C -2.8638 -1.5907 -2.6705
C -1.7968 -1.4906 -1.8151
C 0.7205 -1.8651 0.3651
C 0.7375 -3.0463 1.0837
C 1.7623 -3.9607 0.9173
C 2.7848 -3.7170 0.0096
C 2.7296 -2.5412 -0.7798
C 3.7754 -2.2132 -1.7090
C 3.8666 -1.0308 -2.3469
C 2.7744 -0.0983 -2.1742
C 1.7126 -0.3390 -1.3333
C 1.7017 -1.5885 -0.5935
H -2.8134 -0.9652 5.7019
H -1.3639 0.8956 5.0756
H -0.5006 1.0889 2.8401
H -2.3264 -2.5222 1.7150
H -3.3141 -2.7738 4.0807
H -3.3470 0.0543 0.7846
H -5.2893 -0.1456 -0.7220
H -4.9505 -1.1580 -3.0107
H -2.7414 -2.0145 -3.6514
H -0.8068 -1.8909 -2.1107
H -0.1031 -3.2508 1.6910
H 1.7908 -4.8556 1.4636
H 3.6169 -4.4090 -0.1420
H 4.5943 -2.9151 -1.6990
H 4.6551 -0.8345 -3.0608
H 2.7794 0.8563 -2.7591
N 0.3968 2.1225 -3.2100
C -0.9809 2.2428 -3.6919
C -1.8830 2.6876 -2.5495
N -1.5861 2.0529 -1.2795
H 0.8795 3.0171 -3.2302
H 0.8549 1.4338 -3.8387
H -1.3037 1.2718 -4.0656
H -0.9843 2.9383 -4.5299
H -2.9232 2.5398 -2.8193
H -1.6952 3.7328 -2.3674
H -2.1401 1.2455 -1.1319
H -1.6625 2.6963 -0.4790
O 0.9514 2.9971 -0.1436
N 1.6986 2.6213 0.8806
C 1.2349 2.7499 2.1370
C 2.1030 2.3482 3.1415
C 3.3889 1.9056 2.8662
C 3.7945 1.8007 1.5695
C 2.9181 2.1969 0.5977
H 0.3071 3.2693 2.2866
H 1.7410 2.3621 4.1661
H 4.0621 1.7045 3.6657
H 4.7705 1.5225 1.3277
H 3.1369 2.2447 -0.4695
*
```

lowest unoccupied orbital energy (alpha / beta): -2.7 / -2.7 eV
HOMO energy (alpha / beta): -9.7 / -10.3 eV
gap between HOMO and LUMO (alpha / beta): 7.024 / 7.590 eV

---

No. 4
C48H47N4NiO2P2S | ωB97M-V/def2-TZVPD

```
! wB97M-V def2-TZVPD RIJCOSX def2/J DEFGRID3
* xyz -1 3
Ni 0.1316 0.5516 -0.3709
N -0.2852 0.8781 2.5949
C -0.4812 1.9331 3.4834
C -1.1152 1.7354 4.7134
C -1.3268 2.7802 5.5957
C -0.9164 4.0605 5.2533
C -0.2735 4.2554 4.0395
C -0.0210 3.2180 3.1410
C 0.7684 3.5479 1.9110
C 1.9238 4.3143 2.1205
C 2.6867 4.8066 1.0786
C 2.2776 4.5501 -0.2268
C 1.1548 3.7789 -0.4468
C 0.3851 3.2185 0.5903
H -0.5256 1.2190 1.6319
H -0.7965 0.0388 2.8337
H -1.4498 0.7337 4.9629
H -1.8247 2.5941 6.5402
H -1.0964 4.8981 5.9153
H 0.0443 5.2534 3.7615
H 2.2274 4.5164 3.1415
H 3.5839 5.3789 1.2808
H 2.8514 4.9213 -1.0688
H 0.8692 3.5242 -1.4602
O -1.5441 -0.7143 0.2178
P -2.0881 -1.8438 -0.6073
C -0.9473 -3.1142 -1.0437
P 0.8856 -2.7284 -0.0177
O 1.0826 -1.3248 -0.5845
C 1.7700 -3.9002 -1.1249
C 2.3017 -3.4261 -2.3188
C 2.9721 -4.2858 -3.1810
C 3.1121 -5.6277 -2.8565
C 2.5839 -6.1079 -1.6635
C 1.9194 -5.2463 -0.8034
C 2.2043 -2.7298 1.3553
C 1.8450 -2.8547 2.6889
C 2.7963 -2.7497 3.7007
C 4.1256 -2.5265 3.3787
C 4.5007 -2.4064 2.0421
C 3.5461 -2.5041 1.0425
C -3.4606 -2.6001 0.3078
C -3.9638 -3.8676 0.0244
C -5.0250 -4.3817 0.7554
C -5.5875 -3.6318 1.7797
C -5.0901 -2.3690 2.0690
C -4.0314 -1.8532 1.3350
C -2.8119 -1.2037 -2.1458
C -3.9951 -1.6908 -2.6928
C -4.4776 -1.1778 -3.8888
C -3.7805 -0.1746 -4.5476
C -2.6012 0.3173 -4.0047
C -2.1182 -0.1933 -2.8098
H -0.6144 -3.0150 -2.0759
H -1.2891 -4.1238 -0.8311
H 2.1872 -2.3726 -2.5532
H 3.3885 -3.9047 -4.1061
H 3.6347 -6.2985 -3.5277
H 2.6972 -7.1538 -1.4036
H 1.5204 -5.6201 0.1347
H 0.8010 -3.0166 2.9409
H 2.4974 -2.8364 4.7387
H 4.8696 -2.4447 4.1620
H 5.5388 -2.2282 1.7842
H 3.8374 -2.3821 0.0045
H -3.5258 -4.4567 -0.7728
H -5.4093 -5.3686 0.5295
H -6.4130 -4.0342 2.3538
H -5.5240 -1.7848 2.8707
H -3.6239 -0.8730 1.5507
H -4.5548 -2.4643 -2.1806
H -5.4041 -1.5574 -4.3017
H -4.1604 0.2291 -5.4779
H -2.0597 1.1108 -4.5050
H -1.2066 0.2094 -2.3685
N 2.7802 0.6643 1.4382
C 3.0415 0.8780 0.1462
N 2.1500 1.0875 -0.7780
C 2.7438 1.2902 -2.0043
C 2.0578 1.5165 -3.1950
C 2.7772 1.6931 -4.3643
C 4.1719 1.6424 -4.3670
C 4.8670 1.4088 -3.1897
C 4.1442 1.2354 -2.0201
S 4.7173 0.9156 -0.4067
H 1.8076 0.6095 1.7554
H 3.4865 0.2559 2.0243
H 0.9751 1.5440 -3.1765
H 2.2482 1.8682 -5.2930
H 4.7162 1.7832 -5.2920
H 5.9487 1.3612 -3.1862
C -2.3015 4.1365 0.9133
C -1.9346 3.0124 -0.0700
C -1.8934 3.6204 -1.4859
C -3.0633 1.9857 -0.0348
N -0.6813 2.3451 0.3038
H -3.2516 4.6005 0.6315
H -1.5361 4.9163 0.9253
H -2.3932 3.7391 1.9255
H -2.8786 3.9993 -1.7779
H -1.5884 2.8563 -2.2064
H -1.1858 4.4502 -1.5417
H -4.0213 2.4616 -0.2668
H -3.1226 1.5315 0.9570
H -2.8839 1.1880 -0.7520
*
```

lowest unoccupied orbital energy (alpha / beta): 2.5 / 2.4 eV
HOMO energy (alpha / beta): -3.4 / -3.6 eV
gap between HOMO and LUMO (alpha / beta): 5.840 / 5.967 eV

---

No. 5
C4H5NO | ωB97M-V/def2-TZVPD

```
! wB97M-V def2-TZVPD RIJCOSX def2/J DEFGRID3
* xyz 0 1
C 1.9432 0.0689 0.2398
C 0.4300 -0.1802 0.0880
N -0.3034 0.9304 0.0021
C -1.5716 0.5492 -0.2537
C -1.9839 -0.7216 -0.4400
O -0.1415 -1.3291 -0.0076
H 2.5137 -0.7959 0.5972
H 2.0846 0.9200 0.9287
H 2.3620 0.3939 -0.7285
H -2.3721 1.2691 -0.3889
H -2.9565 -1.1146 -0.0393
*
```

ΔE to the lowest compared entry with this formula, charge and spin: 68.74 kcal/mol
lowest unoccupied orbital energy: -0.1 eV
HOMO energy: -9.4 eV
gap between HOMO and LUMO: 9.254 eV

---

| no. | electronic energy (eV) |
| --- | --- |
| 1 | -38269.592 |
| 2 | -8367.430 |
| 3 | -80730.673 |
| 4 | -131054.379 |
| 5 | -7763.545 |